# 1
Entry from the Open Molecules 2025 dataset: a molecular structure, C22H41BrCeNP3S in a non-equilibrium geometry (wB97M-V/def2-TZVPD).

Element x y z (Å)
1 Ce 0.15538 -0.17436 0.29219
2 P 2.12295 -2.31487 0.30680
3 P 2.90965 1.04115 -0.65802
4 P 0.49298 -0.36536 -2.72733
5 H -7.28761 1.46188 1.26709
6 C -7.46617 0.72075 0.48058
7 C -7.38747 -0.58920 0.76463
8 H -7.09179 -0.91407 1.76353
9 C 2.34380 -2.88139 2.03866
10 C 3.81044 -2.58872 -0.33076
11 C 1.26891 -3.76232 -0.43120
12 C 2.72180 2.82740 -1.04439
13 C 4.24785 1.17441 0.60475
14 C 4.01456 0.59279 -2.06907
15 C -1.07580 -0.97148 -3.46199
16 C 1.67575 -1.39011 -3.67817
17 C 0.61323 1.25810 -3.58527
18 H -7.79584 1.11566 -0.49553
19 H -7.68458 -1.36590 0.04743
20 H 1.42182 -2.73734 2.61599
21 H 3.13869 -2.30166 2.52225
22 H 2.60831 -3.94711 2.04723
23 H 4.52696 -1.90542 0.14074
24 H 3.84615 -2.43520 -1.41706
25 H 4.12155 -3.62019 -0.11690
26 H 0.24051 -3.83898 -0.05327
27 H 1.82853 -4.67166 -0.17375
28 H 1.21679 -3.66383 -1.52251
29 H 3.68954 3.28150 -1.31469
30 H 2.31854 3.32153 -0.15390
31 H 2.00037 2.95864 -1.85757
32 H 5.10407 1.73405 0.19378
33 H 4.56990 0.17290 0.91719
34 H 3.85251 1.68049 1.49361
35 H 4.91634 1.22564 -2.05807
36 H 3.50717 0.72213 -3.03030
37 H 4.32070 -0.45691 -1.98831
38 H -1.03639 -0.83446 -4.55061
39 H -1.93690 -0.43989 -3.04731
40 H -1.19914 -2.03011 -3.21216
41 H 1.48451 -1.28422 -4.75453
42 H 1.56259 -2.44467 -3.38956
43 H 2.71172 -1.09775 -3.47238
44 H 0.20947 1.16153 -4.60181
45 H 1.64638 1.62263 -3.64406
46 H 0.01478 1.99368 -3.03160
47 C -3.25609 -0.31961 0.00105
48 C -3.40963 0.81599 -0.84047
49 C -4.10052 1.91563 -0.32708
50 C -4.76144 1.85889 0.90549
51 C -4.65080 0.71715 1.70880
52 C -4.03986 -0.41677 1.18643
53 S -2.17143 -1.59980 -0.33036
54 H -0.77070 1.24007 -0.47599
55 H -2.97456 0.86508 -1.85159
56 H -4.15369 2.83592 -0.91089
57 H -5.45189 2.65893 1.18809
58 H -5.11823 0.70245 2.69744
59 H -4.11101 -1.38945 1.67728
60 Br -2.01429 2.66224 4.77007
61 C -0.38369 1.88955 4.19770
62 C 0.68159 1.75391 5.08343
63 C 1.87094 1.14523 4.63234
64 C 1.91492 0.65961 3.31094
65 N 0.85064 0.75100 2.47009
66 C -0.26861 1.40801 2.88395
67 H 0.56270 2.11698 6.09911
68 H 2.75139 1.02004 5.27725
69 H 2.79523 0.16519 2.88173
70 H -1.06446 1.50410 2.14080

Charge ... +3
Spin multiplicity ... 2
HOMO energy (alpha / beta) ... -0.5998 / -0.5929 Eh
HOMO-LUMO gap (alpha / beta) ... 5.686 / 4.527 eV

=====

# 2
Entry from the Open Molecules 2025 dataset: a molecular structure, C22H41Cl3N3O4SiV in a non-equilibrium geometry (wB97M-V/def2-TZVPD).

Element x y z (Å)
1 C 1.57281 0.73783 -5.02137
2 C 1.78628 0.98135 -3.53597
3 H 2.05575 1.47716 -5.66169
4 H 0.52310 0.67163 -5.30911
5 H 2.00187 -0.25347 -5.18105
6 C 2.11861 2.21790 -3.02486
7 C 2.99300 3.04011 -3.88486
8 H 1.94942 2.51423 -1.99892
9 H 2.34305 3.65105 -4.56148
10 H 3.47942 2.35930 -4.61294
11 H 3.76442 3.77310 -3.51235
12 V -1.27117 -1.70741 2.01953
13 Cl -1.29549 -3.63490 0.81294
14 Cl -3.16702 -0.37178 1.08687
15 H -4.29733 -1.99207 5.71393
16 H -4.57303 -4.82841 3.73325
17 C -4.60303 -1.75229 4.66855
18 C -4.82041 -3.85513 3.24255
19 N -3.95895 -2.79909 3.82556
20 H -4.18347 -0.74899 4.43360
21 C -2.69662 -2.73445 3.49483
22 O -1.98330 -1.64708 3.66290
23 H -4.57856 -4.03562 2.17215
24 H -2.18078 -3.65752 3.14767
25 H -5.71153 -1.82508 4.48562
26 H -5.88653 -3.55848 3.36016
27 H -0.83160 3.14919 -0.62034
28 H 1.73581 4.05385 0.08525
29 C -0.92137 3.53338 0.40944
30 C 1.40999 3.90652 1.10990
31 N 0.24304 3.02479 1.12870
32 H -1.79648 3.12549 0.97244
33 C -0.11960 2.06922 2.10489
34 O -1.22646 1.61430 2.38799
35 H 2.24977 3.52065 1.67964
36 H 0.73337 1.64800 2.70198
37 H -0.88101 4.62935 0.29608
38 H 1.15170 4.91656 1.41051
39 O 0.21140 0.39583 -2.44248
40 C 1.54429 -0.18538 -2.65653
41 C 2.02377 0.81530 -0.37437
42 C 2.24619 -0.22758 -1.30731
43 H 1.08362 1.39986 -0.28280
44 C 2.98704 0.99691 0.59356
45 H 1.56842 -1.19062 -3.20416
46 C 3.06497 -1.27140 -0.93216
47 H 2.99345 1.89277 1.18027
48 C 4.01911 0.08838 0.79820
49 C 3.94335 -1.13719 0.11028
50 H 2.89060 -2.23570 -1.42973
51 H 4.80979 0.23210 1.49200
52 H 4.51323 -1.99899 0.39061
53 Si -1.34898 0.24526 -2.73928
54 Cl -0.18677 -0.92601 0.41475
55 C -2.25103 1.70781 -2.10832
56 C -2.35820 -1.33909 -2.26083
57 C -1.24794 -0.06726 -4.53383
58 H -1.57983 2.59377 -2.11391
59 H -2.82326 1.58903 -1.16135
60 H -3.02200 1.83226 -2.90567
61 H -1.00782 0.97859 -4.85753
62 H -2.19126 -0.42806 -4.97090
63 H -0.48618 -0.85463 -4.71710
64 H -1.80176 -2.27705 -2.02362
65 H -2.91079 -1.52544 -3.22181
66 H -3.11920 -1.17149 -1.45994
67 C 1.55336 -3.13648 2.97372
68 C 1.56577 -1.64693 3.16509
69 N 2.75068 -1.14171 3.63038
70 O 0.50766 -0.90888 3.11631
71 H 2.56077 -3.53160 3.02503
72 H 1.09131 -3.51985 2.06736
73 H 0.97652 -3.49373 3.82715
74 H 2.72246 -0.08470 3.79586
75 H 3.57962 -1.68133 3.90115

Spin multiplicity ... 3
HOMO energy (alpha / beta) ... -0.2570 / -0.2571 Eh
HOMO-LUMO gap (alpha / beta) ... 6.859 / 6.746 eV